A cluster of 2 separate species, C3H9NO3 in total in a non-equilibrium geometry. Source: OMol25; level of theory: ωB97M-V with the def2-TZVPD basis set.

Bonds (Å) are listed after each position.
CARTESIAN COORDINATES (ANGSTROEM)
1 C 2.31 -0.15 -0.34  C2 1.562, H8 1.122, H9 1.123, H10 1.123
2 C 0.89 -0.20 0.31  C1 1.562, C3 1.510, O5 1.432, H11 1.096
3 C 0.07 0.75 -0.53  C2 1.510, O6 1.317, H12 1.085
4 N -2.95 -0.52 0.48  O7 1.276, H13 0.942, H14 1.022
5 O 0.38 -1.53 0.24  C2 1.432, H15 0.956
6 O -0.14 1.97 -0.11  C3 1.317, H16 0.937
7 O -2.12 -0.65 -0.48  N4 1.276
8 H 2.02 -0.53 -1.36  C1 1.122
9 H 3.07 -0.80 0.17  C1 1.123
10 H 2.86 0.83 -0.45  C1 1.123
11 H 0.72 0.04 1.37  C2 1.096
12 H -0.22 0.43 -1.53  C3 1.085
13 H -3.49 0.25 0.43  N4 0.942
14 H -2.47 -0.46 1.38  N4 1.022
15 H -0.40 -1.58 -0.32  O5 0.956
16 H -0.52 2.14 0.73  O6 0.937

The spin multiplicity is 1. The calculation puts the HOMO energy (spin up / spin down) at -9.515 / -6.986 eV. The value obtained for the HOMO-LUMO gap (spin up / spin down) is 9.9 / 6.8 eV.

---

A cluster of 2 separate species, C3H9NO3 in total. Source: OMol25; level of theory: ωB97M-V with the def2-TZVPD basis set.

Bonds (Å) are listed after each position.
CARTESIAN COORDINATES (ANGSTROEM)
1 C -1.99 0.70 -0.68  N2 1.459, C6 1.526, H7 1.071, H8 1.087
2 N -0.67 0.99 -0.13  C1 1.459, C3 1.354, H9 1.005
3 C 0.44 0.33 -0.56  N2 1.354, O4 1.354, O5 1.211
4 O 1.57 0.81 0.00  C3 1.354, H10 0.966
5 O 0.43 -0.57 -1.37  C3 1.211
6 C -2.67 -0.54 -0.12  C1 1.526, H11 1.092, H12 1.089, H13 1.092
7 H -1.88 0.56 -1.73  C1 1.071
8 H -2.57 1.60 -0.49  C1 1.087
9 H -0.48 1.86 0.34  N2 1.005
10 H 2.25 0.17 -0.24  O4 0.966
11 H -3.36 -0.87 -0.90  C6 1.092
12 H -1.97 -1.36 0.07  C6 1.089
13 H -3.22 -0.38 0.81  C6 1.092
14 H 4.99 -1.83 1.53  O16 0.969
15 H 4.75 -0.32 1.60  O16 0.968
16 O 4.36 -1.17 1.87  H14 0.969, H15 0.968

The spin multiplicity is 1. The calculation puts the HOMO energy at -9.834 eV. Its SMILES is CCNC(=O)O.O. The value obtained for the HOMO-LUMO gap is 10.4 eV.

---

A cluster of 2 separate species, C3H9NO3 in total in a non-equilibrium geometry. Source: OMol25; level of theory: ωB97M-V with the def2-TZVPD basis set.

Bonds (Å) are listed after each position.
CARTESIAN COORDINATES (ANGSTROEM)
1 C 1.20 -0.02 1.11  N2 1.443, H7 1.055, H8 0.982, H9 1.070
2 N -0.15 -0.42 0.79  C1 1.443, C3 1.533, H10 1.012
3 C -0.59 0.28 -0.50  N2 1.533, C4 1.599, H11 1.086, H12 1.157
4 C -1.60 1.43 -0.04  C3 1.599, O5 1.344, O6 1.240
5 O -2.47 1.86 -0.97  C4 1.344, H13 0.923
6 O -1.72 1.74 1.16  C4 1.240
7 H 1.48 -0.51 2.00  C1 1.055
8 H 1.81 -0.48 0.49  C1 0.982
9 H 1.49 1.00 1.23  C1 1.070
10 H -0.90 -0.05 1.37  N2 1.012
11 H 0.28 0.75 -0.94  C3 1.086
12 H -1.19 -0.35 -1.26  C3 1.157
13 H -3.16 2.20 -0.46  O5 0.923
14 H 2.36 -2.10 -1.84  O16 0.970
15 H 1.09 -2.65 -1.02  O16 0.994
16 O 2.08 -2.68 -1.12  H14 0.970, H15 0.994

As for the charge: +1. The spin multiplicity is 2. The calculation puts the HOMO energy (spin up / spin down) at -15.237 / -15.235 eV. The expectation value of S² is 0.7542. The value obtained for the HOMO-LUMO gap (spin up / spin down) is 11.6 / 6.0 eV.

---

Across the entries above, ΔE to the lowest compared entry with this formula, charge and spin takes the values 149.1; 6.0; 39.7 kcal per mole, respectively.
Across the entries above, energy takes the values -10884.1150; -10890.3205; -10879.0809 eV, respectively.